*one*
{"formula": "C2H9N2O", "method": "ωB97M-V/def2-TZVPD", "homo_lumo_gap_ev": 11.746, "homo_ev": -14.94, "total_charge": 1, "e_lumo_ev": -3.20, "elements": ["N", "C", "N", "C", "O", "H", "H", "H", "H", "H", "H", "H", "H", "H"], "coordinates": [[0.041, 2.006, 0.951], [-0.249, 0.599, 0.937], [0.228, 0.052, -0.380], [-0.131, -1.373, -0.700], [0.828, -1.766, -1.625], [0.732, 2.297, 1.633], [-0.773, 2.590, 1.082], [0.246, 0.054, 1.734], [-1.324, 0.402, 1.042], [-0.091, 0.693, -1.111], [1.248, 0.133, -0.412], [-1.146, -1.381, -1.097], [-0.047, -1.944, 0.221], [0.437, -2.362, -2.274]]}

---

*two*
{"formula": "C2H9N2O", "method": "ωB97M-V/def2-TZVPD", "homo_lumo_gap_ev": 10.816, "homo_ev": -14.08, "total_charge": 1, "e_lumo_ev": -3.26, "elements": ["C", "C", "N", "N", "H", "H", "H", "H", "H", "H", "H", "H", "H", "O"], "coordinates": [[-1.322, 0.421, -1.333], [-1.354, 0.033, -0.064], [-0.129, 0.354, 0.644], [-0.255, 1.108, -1.924], [-1.935, 0.077, -2.073], [-2.008, -0.853, 0.344], [-0.171, 0.744, 1.528], [0.436, -0.460, 0.940], [0.400, 0.630, -0.189], [0.651, 0.522, -2.154], [-0.522, 1.601, -2.780], [1.856, -2.083, 2.076], [2.433, -0.941, 2.935], [1.919, -1.155, 2.050]]}

---

Q: Which of them is the least stable? A: *two*.

---

*one*
{"formula": "C2H9N2O", "method": "ωB97M-V/def2-TZVPD", "homo_lumo_gap_ev": 11.228, "homo_ev": -14.45, "total_charge": 1, "e_lumo_ev": -3.22, "elements": ["C", "N", "H", "H", "H", "H", "H", "H", "C", "N", "O", "H", "H", "H"], "coordinates": [[-1.011, -1.797, -1.524], [-1.250, -0.978, -0.294], [-1.938, -1.744, -2.073], [-0.222, -1.305, -2.087], [-0.648, -2.787, -1.279], [-2.024, -1.383, 0.259], [-1.753, -0.113, -0.511], [-0.503, -0.663, 0.352], [1.030, 1.775, 0.807], [1.981, 1.972, 1.732], [0.319, 0.771, 0.924], [0.866, 2.456, -0.027], [2.438, 1.134, 2.077], [2.714, 2.664, 1.645]]}

---

*two*
{"formula": "C2H9N2O", "method": "ωB97M-V/def2-TZVPD", "homo_lumo_gap_ev": 9.674, "homo_ev": -12.93, "total_charge": 1, "e_lumo_ev": -3.26, "elements": ["C", "C", "N", "N", "H", "H", "H", "H", "H", "H", "H", "H", "H", "O"], "coordinates": [[-0.901, 0.744, 0.640], [-0.392, 0.712, -0.606], [-1.057, 0.637, -1.834], [0.027, 0.216, 1.646], [-1.888, 0.847, 0.894], [0.740, 0.641, -0.708], [-0.573, 0.917, -2.640], [-2.054, 0.734, -1.782], [0.640, -0.537, 1.132], [-0.381, -0.153, 2.520], [0.814, 0.822, 2.010], [2.452, -1.920, -0.395], [1.034, -2.185, -0.627], [1.540, -1.475, -0.249]]}

---

Q: Which of them is the least stable? A: *two*.

---

*one*
{"formula": "C2H4N2OS", "method": "ωB97M-V/def2-TZVPD", "homo_lumo_gap_ev": 9.063, "homo_ev": -9.01, "total_charge": 0, "e_lumo_ev": 0.05, "elements": ["H", "N", "C", "N", "S", "C", "O", "H", "H", "H"], "coordinates": [[1.228, 1.665, 1.935], [1.772, 1.155, 1.239], [0.958, 0.297, 0.553], [1.541, -0.492, -0.309], [-0.748, 0.656, 0.206], [-1.568, -0.528, -0.817], [-1.245, -1.698, -0.973], [2.713, -0.805, -0.590], [1.032, -1.206, -0.793], [-2.578, 0.174, -0.989]]}

---

*two*
{"formula": "C2H4N2OS", "method": "ωB97M-V/def2-TZVPD", "homo_lumo_gap_ev": 9.347, "homo_ev": -8.55, "total_charge": 0, "e_lumo_ev": 0.79, "elements": ["C", "N", "S", "C", "N", "O", "H", "H", "H", "H"], "coordinates": [[-0.893, -1.294, -2.052], [-0.514, -0.530, -1.107], [0.427, -1.252, 0.139], [0.689, 0.077, 1.169], [0.258, 1.275, 0.985], [0.657, 2.113, 2.029], [-1.529, -0.830, -2.835], [-0.706, -2.388, -2.120], [1.342, -0.128, 2.038], [0.269, 2.957, 1.754]]}

---

Q: Which of them is the least stable? A: *two*.

---

*one*
{"formula": "C2H4N2OS", "method": "ωB97M-V/def2-TZVPD", "homo_lumo_gap_ev": 9.855, "homo_ev": -9.00, "total_charge": 0, "e_lumo_ev": 0.86, "elements": ["N", "N", "O", "C", "C", "S", "H", "H", "H", "H"], "coordinates": [[2.103, 1.245, -0.997], [2.287, 0.441, -0.261], [2.536, -0.395, 0.518], [-1.603, 0.785, 0.004], [-1.157, -0.417, 0.359], [-0.242, -1.459, -0.781], [-1.297, 1.071, -0.906], [-2.131, 1.486, 0.598], [-1.187, -0.909, 1.267], [0.691, -1.849, 0.197]]}

---

*two*
{"formula": "C2H4N2OS", "method": "ωB97M-V/def2-TZVPD", "homo_lumo_gap_ev": 9.179, "homo_ev": -9.40, "total_charge": 0, "e_lumo_ev": -0.22, "elements": ["H", "N", "C", "N", "O", "C", "S", "H", "H", "H"], "coordinates": [[-0.383, -0.938, 1.598], [0.561, -0.625, 1.319], [0.584, 0.016, 0.198], [1.770, 0.457, -0.344], [-0.448, 0.394, -0.612], [-1.669, -0.198, -0.523], [-2.880, 0.228, -1.459], [2.508, 0.240, 0.328], [1.727, 1.378, -0.760], [-1.770, -0.951, 0.255]]}

---

*three*
{"formula": "C2H4N2OS", "method": "ωB97M-V/def2-TZVPD", "homo_lumo_gap_ev": [6.117, 8.186], "homo_ev": [-9.97, -11.37], "total_charge": 0, "e_lumo_ev": [-3.85, -3.18], "elements": ["C", "C", "N", "N", "O", "S", "H", "H", "H", "H"], "coordinates": [[3.395, 0.627, -0.151], [-0.161, 0.291, -0.600], [4.425, 0.910, 0.284], [0.572, -1.687, 1.324], [1.041, -2.216, -1.046], [1.037, -1.209, -0.033], [-0.643, 0.139, -1.467], [-0.956, 0.654, 0.044], [0.591, 0.991, -0.754], [0.438, -0.914, 1.954]]}

---

*four*
{"formula": "C2H4N2OS", "method": "ωB97M-V/def2-TZVPD", "homo_lumo_gap_ev": 9.041, "homo_ev": -8.94, "total_charge": 0, "e_lumo_ev": 0.10, "elements": ["O", "N", "C", "C", "N", "S", "H", "H", "H", "H"], "coordinates": [[-0.916, -0.070, -2.152], [0.388, -0.047, -1.879], [0.588, 0.009, -0.614], [-0.483, -0.008, 0.373], [-0.399, -0.044, 1.645], [1.064, -0.033, 2.480], [-0.951, -0.052, -3.118], [1.645, 0.105, -0.374], [-1.460, 0.041, -0.032], [0.524, 0.098, 3.673]]}

---

Q: Which of them is the least stable? A: *three*.